(1)
Formula: C15H30Br8N2O
Source: OMol25
Level of theory: wB97M-V/def2-TZVPD

Structure (ORCA input):
```
! RIJCOSX wB97M-V def2-TZVPD def2/J DEFGRID3
* xyz 0 1
C -0.07 1.25 0.33
O 0.18 2.22 1.05
N -0.31 0.09 0.90
C -1.18 -0.89 0.28
C -0.06 -0.13 2.31
H -0.18 1.22 -0.77
H -1.47 -0.70 -0.76
H -2.14 -1.02 0.78
H -0.70 -1.86 0.24
H -0.27 0.73 2.93
H -0.47 -1.02 2.80
H 1.00 -0.05 2.52
C 1.47 -5.89 0.34
C 0.54 -5.66 -0.81
C -0.84 -5.01 -0.51
C -0.68 -3.72 0.12
N -0.50 -2.73 0.60
H 2.34 -6.56 0.30
H 0.88 -6.14 1.22
H 1.96 -4.94 0.57
H 0.37 -6.63 -1.27
H 1.01 -5.11 -1.63
H -1.55 -5.55 0.11
H -1.28 -4.86 -1.49
Br -0.79 4.18 0.65
C -2.37 2.98 0.26
C -2.27 2.27 -1.14
Br -2.97 3.48 -2.57
H -3.32 3.51 0.34
H -2.32 2.28 1.09
H -2.94 1.42 -1.27
H -1.27 1.90 -1.38
Br 1.84 5.62 -0.30
C 2.30 3.78 -0.82
C 1.12 2.87 -1.13
Br 1.74 0.94 -1.47
H 2.73 3.30 0.06
H 3.03 3.78 -1.63
H 0.59 3.21 -2.02
H 0.36 2.84 -0.35
Br -0.64 0.77 -2.63
C -0.64 -1.10 -3.41
C -0.84 -2.12 -2.27
Br -1.10 -3.99 -2.92
H 0.31 -1.26 -3.93
H -1.56 -1.00 -3.99
H -1.68 -1.92 -1.60
H -0.03 -2.17 -1.54
Br 0.05 5.08 3.41
C 1.77 4.12 3.35
C 1.44 2.75 2.74
Br 3.01 1.59 2.35
H 2.33 4.09 4.29
H 2.39 4.73 2.70
H 1.01 2.87 1.75
H 0.68 2.14 3.23
*
```

Summary:
Orbital gap: 7.2 eV
Lowest unoccupied orbital energy: -0.262 eV

(2)
Formula: C15H30CrF2NO19S2
Source: OMol25
Level of theory: wB97M-V/def2-TZVPD

Structure (ORCA input):
```
! RIJCOSX wB97M-V def2-TZVPD def2/J DEFGRID3
* xyz 2 4
Cr 0.25 0.50 -0.43
N 0.88 1.80 -1.68
S 1.63 1.79 -3.05
O 3.10 1.62 -3.09
O 0.97 2.36 -4.23
F 1.18 0.29 -3.42
S 1.31 3.51 -1.62
O 0.40 4.42 -2.30
O 2.68 3.84 -1.29
F 0.70 3.64 -0.16
C 2.47 3.30 2.46
O 2.42 2.01 3.01
C 1.62 1.04 2.42
O 1.05 1.22 1.30
O 1.56 -0.08 3.13
C 2.05 -0.24 4.43
H 3.35 3.81 2.85
H 1.59 3.81 2.87
H 2.42 3.51 1.39
H 1.27 -0.18 5.19
H 2.90 0.39 4.68
H 2.45 -1.25 4.51
C 4.30 -2.58 0.97
O 3.13 -1.82 0.62
C 2.84 -1.54 -0.65
O 1.85 -0.81 -0.87
O 3.73 -2.00 -1.54
C 3.74 -1.65 -2.92
H 4.62 -2.36 1.99
H 5.16 -2.30 0.35
H 4.16 -3.65 0.88
H 2.76 -1.72 -3.40
H 4.46 -2.29 -3.43
H 4.09 -0.65 -3.16
C -2.88 -1.59 3.09
O -2.23 -1.26 1.86
C -1.04 -1.73 1.54
O -0.33 -1.19 0.65
O -0.62 -2.74 2.33
C 0.74 -3.22 2.21
H -3.41 -2.54 3.02
H -3.67 -0.87 3.31
H -2.19 -1.67 3.93
H 1.44 -2.47 2.59
H 0.97 -3.46 1.18
H 1.01 -4.11 2.78
C -3.57 -3.02 -1.90
O -2.84 -1.86 -1.55
C -1.99 -1.22 -2.29
O -1.14 -0.38 -1.79
O -2.23 -1.37 -3.59
C -1.58 -0.62 -4.60
H -4.08 -2.92 -2.86
H -4.36 -3.12 -1.15
H -3.06 -3.98 -1.88
H -2.00 -0.97 -5.54
H -0.50 -0.78 -4.64
H -1.84 0.43 -4.44
C -2.50 4.13 -0.10
O -3.34 2.98 -0.04
C -2.74 1.80 0.07
O -1.49 1.60 0.03
O -3.64 0.82 0.21
C -4.99 1.04 0.47
H -1.76 4.03 0.69
H -2.94 5.11 0.08
H -2.03 4.18 -1.09
H -5.58 1.06 -0.45
H -5.27 1.94 1.02
H -5.43 0.21 1.02
*
```

Summary:
Orbital gap (alpha / beta): 7.9 / 8.8 eV
ΔE to the lowest compared entry with this formula, charge and spin: 0.00 kcal/mol
Lowest unoccupied orbital energy (alpha / beta): -8.089 / -7.297 eV
⟨S²⟩: 3.77

(3)
Formula: C15H30GdN3OS5Si
Source: OMol25
Level of theory: wB97M-V/def2-TZVPD

Structure (ORCA input):
```
! RIJCOSX wB97M-V def2-TZVPD def2/J DEFGRID3
* xyz 0 8
Gd -14.94 -5.87 0.27
O -15.41 -3.49 0.53
C -14.51 -2.45 0.06
C -13.50 -2.09 1.16
C -12.83 -3.35 1.76
C -12.09 -4.13 0.64
C -11.01 -3.52 -0.03
C -10.27 -4.27 -0.94
C -10.59 -5.67 -1.05
C -11.75 -6.16 -0.47
N -12.50 -5.39 0.39
H -15.97 -3.24 1.32
H -15.06 -1.59 -0.23
H -14.01 -2.87 -0.82
H -14.05 -1.55 1.94
H -12.75 -1.42 0.78
H -13.54 -4.01 2.31
H -12.06 -3.10 2.51
H -10.76 -2.46 0.20
H -9.45 -3.82 -1.60
H -10.02 -6.31 -1.75
H -12.08 -7.21 -0.64
S -17.64 -6.26 0.39
S -17.59 -5.16 2.14
S -16.42 -6.12 3.60
S -14.47 -6.37 2.95
C -14.15 -5.68 -5.07
Si -15.68 -5.58 -3.97
C -16.78 -4.00 -4.26
C -16.76 -7.09 -3.81
C -14.90 -5.30 -2.32
H -14.33 -5.88 -6.09
H -13.39 -6.36 -4.67
H -13.78 -4.66 -5.04
H -17.65 -4.29 -4.85
H -16.19 -3.27 -4.82
H -17.04 -3.72 -3.20
H -17.61 -6.98 -4.47
H -17.17 -7.02 -2.76
H -16.24 -8.10 -3.94
H -14.57 -4.27 -2.17
H -13.96 -5.94 -2.39
C -13.29 -11.34 0.13
N -14.52 -10.79 0.71
C -15.10 -9.61 0.39
S -14.46 -8.44 -0.82
N -16.25 -9.24 1.01
C -17.11 -10.11 1.82
H -13.19 -10.99 -0.92
H -13.45 -12.38 0.19
H -12.38 -11.10 0.72
H -14.95 -11.28 1.46
H -16.76 -8.41 0.67
H -17.31 -11.13 1.48
H -18.05 -9.58 1.88
H -16.72 -10.09 2.85
*
```

Summary:
Orbital gap (alpha / beta): 4.2 / 5.3 eV
ΔE to the lowest compared entry with this formula, charge and spin: 227.26 kcal/mol
Lowest unoccupied orbital energy (alpha / beta): 0.281 / -2.173 eV
⟨S²⟩: 16.53

(4)
Formula: C15H30INOP2W
Source: OMol25
Level of theory: wB97M-V/def2-TZVPD

Structure (ORCA input):
```
! RIJCOSX wB97M-V def2-TZVPD def2/J DEFGRID3
* xyz 2 1
W -0.78 -0.12 0.28
P -0.46 2.57 0.34
P -0.10 -2.56 0.36
N 0.12 0.07 -1.21
H -0.33 1.12 1.34
C 1.12 3.19 1.01
H 1.03 4.29 1.12
H 1.92 2.94 0.29
H 1.36 2.74 1.98
C -1.77 3.42 1.26
H -1.52 4.49 1.22
H -1.78 3.07 2.31
H -2.74 3.21 0.80
C -0.50 3.21 -1.35
H -0.59 4.30 -1.25
H -1.37 2.80 -1.89
H 0.44 2.94 -1.85
C 1.51 -3.35 0.72
H 1.45 -4.43 0.47
H 1.77 -3.22 1.77
H 2.29 -2.90 0.08
C -1.39 -3.53 1.22
H -1.16 -4.60 1.09
H -2.38 -3.31 0.79
H -1.38 -3.26 2.29
C -0.27 -3.23 -1.35
H -0.19 -4.34 -1.28
H 0.55 -2.84 -1.97
H -1.24 -2.96 -1.80
C 0.62 0.10 -2.49
C 2.46 0.29 -4.04
C 2.01 0.26 -2.72
C -0.29 -0.06 -3.56
C 0.18 -0.02 -4.87
C 1.55 0.16 -5.10
H 3.53 0.44 -4.23
H 2.69 0.35 -1.85
H -1.36 -0.20 -3.31
H -0.54 -0.12 -5.67
H 1.92 0.20 -6.12
C -0.01 -0.64 3.61
O 0.56 -1.65 3.17
C 0.77 0.63 3.90
H 0.31 1.24 4.69
H 0.79 1.23 2.98
H 1.82 0.44 4.13
C -1.52 -0.52 3.66
H -1.98 -1.41 4.09
H -1.92 -0.44 2.62
H -1.86 0.36 4.22
I -3.33 -0.35 0.08
*
```

Summary:
Orbital gap (alpha / beta): 6.1 / 6.1 eV
Lowest unoccupied orbital energy (alpha / beta): -8.235 / -8.242 eV

(5)
Formula: C15H30N2O5
Source: OMol25
Level of theory: wB97M-V/def2-TZVPD

Structure (ORCA input):
```
! RIJCOSX wB97M-V def2-TZVPD def2/J DEFGRID3
* xyz 0 1
C -2.00 0.93 -1.74
N -0.61 0.66 -2.09
C 0.11 1.39 -2.94
O -0.35 2.36 -3.53
C 1.57 0.93 -3.17
C 2.52 2.07 -3.57
C 3.44 1.44 -4.62
C 2.53 0.44 -5.30
N 1.67 -0.07 -4.24
C 1.16 -1.31 -4.15
C 1.30 -2.26 -5.33
O 0.58 -1.71 -3.15
H -2.11 1.97 -1.41
H -2.33 0.26 -0.94
H -2.64 0.78 -2.61
H -0.20 -0.22 -1.80
H 1.94 0.48 -2.25
H 1.99 2.90 -4.03
H 3.09 2.43 -2.71
H 3.83 2.19 -5.32
H 4.26 0.92 -4.12
H 1.92 0.94 -6.06
H 3.13 -0.35 -5.76
H 0.94 -1.77 -6.24
H 0.69 -3.14 -5.14
H 2.34 -2.54 -5.44
C -3.90 1.40 5.72
C -3.25 0.03 5.52
C -1.91 0.17 4.79
C -1.24 -1.20 4.62
C 0.12 -1.08 3.91
O 0.87 -2.27 4.16
C -0.03 -0.92 2.38
O -0.24 -2.20 1.76
C 1.22 -0.31 1.76
O 1.00 -0.11 0.35
H -4.86 1.28 6.23
H -3.26 2.05 6.32
H -4.09 1.88 4.75
H -3.09 -0.44 6.50
H -3.92 -0.62 4.95
H -2.09 0.63 3.81
H -1.25 0.83 5.36
H -1.08 -1.64 5.61
H -1.89 -1.88 4.05
H 0.66 -0.22 4.33
H 0.56 -2.94 3.51
H -0.88 -0.27 2.16
H -0.05 -2.12 0.80
H 2.07 -0.98 1.91
H 1.45 0.65 2.24
H 0.32 0.58 0.21
*
```

Summary:
Structure (SMILES): CNC(=O)[C@@H]1CCCN1C(C)=O.CCCC[C@@H](O)[C@H](O)CO
Orbital gap: 9.7 eV
ΔE to the lowest compared entry with this formula, charge and spin: 0.00 kcal/mol
Lowest unoccupied orbital energy: 0.569 eV

(6)
Formula: C15H31AgClF6N6O12S6
Source: OMol25
Level of theory: wB97M-V/def2-TZVPD

Structure (ORCA input):
```
! RIJCOSX wB97M-V def2-TZVPD def2/J DEFGRID3
* xyz -1 1
Ag 0.28 -0.54 -0.75
C -4.04 1.47 5.11
C -4.87 0.39 4.54
C -4.12 -0.90 4.24
C -2.96 -0.89 3.23
N -2.46 -2.26 2.78
C -3.51 -3.02 1.98
C -2.74 -4.06 1.11
C -1.32 -3.52 0.99
C -1.31 -2.20 1.78
C -1.98 -3.08 3.97
H -3.60 1.26 6.09
H -4.64 2.36 5.27
H -3.13 1.52 4.51
H -5.29 0.66 3.57
H -5.79 0.05 5.00
H -4.75 -1.73 3.94
H -3.66 -1.26 5.16
H -2.10 -0.39 3.67
H -3.23 -0.27 2.37
H -4.23 -3.54 2.60
H -4.05 -2.31 1.35
H -2.81 -4.99 1.67
H -3.19 -4.14 0.12
H -0.64 -4.12 1.59
H -0.88 -3.32 0.01
H -0.36 -1.91 2.23
H -1.49 -1.35 1.11
H -1.55 -4.02 3.63
H -2.80 -3.42 4.61
H -1.26 -2.47 4.51
C 6.36 4.28 -0.76
C 5.52 4.03 -2.11
N 4.14 4.28 -1.90
C 3.47 5.46 -1.96
C 2.10 5.19 -1.82
N 1.97 3.84 -1.57
C 3.23 3.31 -1.61
C 0.72 3.03 -1.36
H 6.65 5.32 -0.64
H 7.21 3.59 -0.73
H 5.83 3.94 0.12
H 5.60 2.97 -2.35
H 5.80 4.61 -2.99
H 3.96 6.39 -2.20
H 1.26 5.86 -1.93
H 3.50 2.27 -1.56
H 0.08 3.23 -2.22
H 0.23 3.29 -0.42
H 0.98 1.99 -1.17
Cl 1.29 0.46 1.77
N 1.39 -2.56 -1.43
S 1.12 -3.71 -2.61
O -0.15 -4.39 -2.66
O 2.30 -4.47 -3.13
F 0.99 -2.60 -3.75
S 2.11 -3.43 -0.54
O 3.60 -3.28 -0.74
O 1.59 -4.71 -0.13
F 1.86 -2.58 0.85
N 4.27 1.01 -3.72
S 3.37 1.86 -4.84
O 2.04 2.43 -4.59
O 3.69 1.42 -6.21
F 4.20 3.29 -4.86
S 3.28 -0.17 -3.55
O 3.32 -1.14 -4.66
O 2.02 0.17 -2.82
F 4.12 -0.87 -2.36
N -1.92 -0.18 -1.15
S -3.04 -1.28 -1.79
O -3.40 -1.21 -3.19
O -4.00 -1.84 -0.89
F -1.92 -2.41 -1.81
S -3.00 0.89 -1.07
O -3.88 0.91 0.07
O -3.43 1.48 -2.39
F -1.97 2.00 -0.65
*
```

Summary:
Orbital gap: 8.0 eV
Lowest unoccupied orbital energy: 1.690 eV

(7)
Formula: C15H31BCdF4P2
Source: OMol25
Level of theory: wB97M-V/def2-TZVPD

Structure (ORCA input):
```
! RIJCOSX wB97M-V def2-TZVPD def2/J DEFGRID3
* xyz 0 1
P 0.19 -1.42 -3.02
P 0.01 1.81 -2.90
C -0.21 -0.48 -4.59
C 0.29 0.98 -4.56
H -1.31 -0.51 -4.71
H 0.24 -1.02 -5.43
H 1.38 1.02 -4.76
H -0.23 1.57 -5.33
C -1.59 2.66 -3.26
H -1.80 3.35 -2.43
H -2.40 1.91 -3.30
H -1.54 3.21 -4.20
C 1.16 3.23 -3.11
H 0.98 3.75 -4.06
H 2.19 2.86 -3.09
H 1.01 3.92 -2.27
C -0.97 -2.83 -3.24
H -0.75 -3.57 -2.45
H -0.85 -3.29 -4.22
H -1.99 -2.47 -3.11
C 1.77 -2.23 -3.54
H 2.57 -1.48 -3.60
H 1.65 -2.72 -4.52
H 2.04 -2.97 -2.78
Cd 0.03 -0.02 3.71
C 0.65 1.61 2.06
C -0.70 1.55 1.98
C -1.49 0.75 0.95
C -1.87 -0.73 1.31
C -0.81 -1.54 2.02
C 0.53 -1.47 1.80
C 1.21 -0.60 0.77
C 1.64 0.86 1.19
C 0.12 -1.70 5.06
H 1.12 2.37 2.74
H -1.33 2.21 2.62
H -0.93 0.75 0.00
H -2.43 1.30 0.77
H -2.79 -0.69 1.94
H -2.16 -1.27 0.39
H -1.20 -2.31 2.71
H 1.21 -2.14 2.36
H 0.57 -0.54 -0.12
H 2.13 -1.13 0.46
H 2.61 0.79 1.71
H 1.83 1.46 0.27
H 0.94 -1.59 5.82
H 0.39 -2.67 4.51
H -0.90 -1.74 5.51
F -0.11 0.69 5.62
B -0.03 0.19 7.47
F -0.94 1.25 7.67
F -0.52 -1.13 7.64
F 1.38 0.23 7.54
*
```

Summary:
Orbital gap: 6.6 eV
ΔE to the lowest compared entry with this formula, charge and spin: 0.00 kcal/mol
Lowest unoccupied orbital energy: -0.309 eV

(8)
Formula: C15H31BFN3O3
Source: OMol25
Level of theory: wB97M-V/def2-TZVPD

Structure (ORCA input):
```
! RIJCOSX wB97M-V def2-TZVPD def2/J DEFGRID3
* xyz 0 1
C -1.68 2.87 2.34
C -2.72 1.61 2.27
C -2.60 0.68 0.92
C -1.25 0.90 0.03
C 0.11 0.21 0.63
C 1.21 1.46 0.51
C 1.56 1.87 -1.04
C 1.35 3.49 -1.36
O -0.01 3.83 -1.83
C -0.21 3.48 -3.24
C 0.10 -0.29 2.22
O 0.60 0.30 3.31
N -0.60 -1.65 2.06
C -0.37 -2.34 0.70
F 0.23 -3.64 1.18
B -1.70 -2.88 -0.10
C -1.84 -3.16 -1.71
O -2.93 -3.16 0.73
C 0.63 -1.24 -0.01
N 0.83 -1.31 -1.53
C 2.15 -1.71 0.49
N 2.72 -2.82 -0.37
C 3.93 -3.48 0.26
H -2.12 3.64 3.15
H -0.62 2.55 2.80
H -1.56 3.48 1.35
H -2.61 0.92 3.23
H -3.82 2.07 2.31
H -3.52 1.00 0.22
H -2.82 -0.43 1.24
H -1.46 0.36 -1.02
H -1.11 2.05 -0.26
H 2.22 1.17 1.07
H 0.77 2.38 1.10
H 2.69 1.58 -1.23
H 0.83 1.32 -1.81
H 1.59 4.14 -0.39
H 2.14 3.75 -2.21
H -0.85 2.48 -3.32
H -0.84 4.33 -3.79
H 0.78 3.32 -3.86
H -1.56 -1.72 2.46
H -2.04 -2.09 -2.22
H -0.81 -3.53 -2.15
H -2.69 -3.92 -2.01
H -3.70 -2.83 0.16
H 1.73 -0.82 -1.78
H 0.06 -0.81 -2.04
H 2.87 -0.77 0.32
H 2.18 -2.05 1.61
H 1.99 -3.51 -0.67
H 4.37 -2.81 1.10
H 3.69 -4.54 0.75
H 4.72 -3.72 -0.61
*
```

Summary:
Structure (SMILES): CCCC[C@@]1(CCCOC)C(=O)N[C@@](F)(B(C)O)[C@]1(N)CNC
Orbital gap: 8.7 eV
Lowest unoccupied orbital energy: 0.231 eV